1.
ORCA calculation (wB97M-V/def2-TZVPD) on an isolated molecule of C11H15OP.

LUMO level ... 0.6 eV
Orbital gap ... 9.6 eV
Spin multiplicity ... 1
SMILES string ... C=C1[C@@H]2[C@H]1[C@]1(C)[C@@H](C=O)P1C2(C)C

Last column: natural (NBO) charge in e.
Positions of all 28 atoms, in Å:
C -0.243 -1.311 -0.342  -0.263
C -1.897 0.988 -0.636  -0.554
C 1.103 -1.247 -1.025  0.038
C -1.511 -0.429 -0.088  -0.225
C -3.264 1.483 -0.685  0.422
C 0.998 -0.779 0.360  -0.273
C 0.814 0.717 0.677  -0.246
C 1.788 -1.508 -2.106  -0.384
C -2.691 -1.331 0.227  -0.609
C 1.310 1.628 -0.443  -0.619
C 1.537 1.063 1.980  -0.615
O -3.667 2.234 -1.539  -0.518
P -1.062 0.944 1.068  0.693
H -0.516 -2.344 -0.144  0.229
H -3.925 1.169 0.145  0.108
H 1.481 -1.347 1.148  0.224
H 1.317 -1.895 -2.995  0.208
H 2.857 -1.372 -2.143  0.204
H -1.290 1.357 -1.460  0.254
H -3.499 -0.783 0.703  0.212
H -2.394 -2.129 0.907  0.213
H -3.073 -1.783 -0.688  0.214
H 1.010 2.657 -0.253  0.214
H 0.926 1.320 -1.412  0.219
H 2.398 1.590 -0.490  0.212
H 1.148 0.466 2.805  0.213
H 1.395 2.114 2.226  0.216
H 2.604 0.869 1.887  0.214

2.
ORCA calculation (wB97M-V/def2-TZVPD) on an isolated molecule of C11H15OP.

LUMO level ... 0.2 eV
Orbital gap ... 8.7 eV
Spin multiplicity ... 1

Last column: natural (NBO) charge in e.
Positions of all 28 atoms, in Å:
C 3.599 -1.312 0.106  -0.184
C 2.717 -1.290 1.194  -0.221
C 3.390 -0.512 -1.047  -0.202
C 1.725 -0.263 1.156  -0.182
C 2.483 0.482 -1.029  -0.168
C 1.702 0.643 0.111  -0.424
C -2.587 -0.193 1.361  -0.597
C -3.001 0.459 -1.085  -0.602
C -1.038 -0.835 -0.625  -0.611
C -1.174 1.517 0.363  -0.736
C -1.937 0.272 0.019  -0.065
O 1.112 3.219 0.268  -1.021
P 0.452 1.904 0.075  1.799
H 4.434 -2.073 -0.070  0.220
H 2.834 -2.156 1.975  0.239
H 3.886 -0.655 -1.891  0.205
H 1.002 -0.156 1.979  0.232
H 2.353 1.040 -1.860  0.213
H -3.504 -0.666 1.019  0.211
H -2.690 0.761 1.969  0.219
H -1.850 -0.845 1.694  0.210
H -3.411 1.478 -0.946  0.206
H -2.611 0.524 -2.038  0.207
H -3.722 -0.284 -1.116  0.204
H -1.760 -1.345 -1.200  0.208
H -0.621 -1.491 0.225  0.198
H -0.112 -0.567 -1.231  0.221
H -1.672 2.344 0.623  0.222

Quick one: least stable of them? 1

1.
ORCA calculation (wB97M-V/def2-TZVPD) on an isolated molecule of C23H30N4O4.

LUMO level ... 0.6 eV
Orbital gap ... 8.4 eV
Spin multiplicity ... 1
SMILES string ... CCOC(=O)N1CCN(c2c(N3CCN(c4cccc(C)c4C)CC3)c(=O)c2=O)CC1

Last column: natural (NBO) charge in e.
Positions of all 61 atoms, in Å:
C -0.942 7.371 -4.879  -0.636
C -1.738 6.075 -4.881  -0.068
H -2.672 6.205 -4.324  0.200
H -1.954 5.745 -5.900  0.187
O -0.998 5.002 -4.301  -0.527
C -1.009 4.942 -2.952  0.896
O -1.659 5.673 -2.241  -0.664
N -0.191 3.969 -2.479  -0.454
C -0.187 3.663 -1.068  -0.234
H -0.745 4.444 -0.549  0.253
C -0.826 2.287 -0.827  -0.222
N -0.161 1.281 -1.635  -0.414
C 0.909 0.609 -1.151  0.106
C 1.284 0.081 0.091  0.120
N 0.683 -0.125 1.276  -0.405
C -0.720 -0.484 1.352  -0.218
H -1.259 -0.071 0.499  0.214
C -0.866 -2.010 1.356  -0.222
N -0.117 -2.548 2.473  -0.485
C -0.392 -3.930 2.740  0.125
C -0.051 -4.924 1.831  -0.234
C -0.328 -6.246 2.115  -0.208
C -0.946 -6.576 3.308  -0.203
C -1.292 -5.597 4.227  -0.022
C -1.014 -4.256 3.945  0.054
C -1.376 -3.182 4.923  -0.662
H -0.884 -3.355 5.879  0.216
H -1.070 -2.215 4.536  0.239
H -2.451 -3.172 5.100  0.214
C -1.958 -5.974 5.515  -0.632
H -2.928 -5.486 5.604  0.217
H -2.106 -7.050 5.570  0.217
H -1.353 -5.664 6.365  0.218
H -1.162 -7.612 3.529  0.207
H -0.063 -7.019 1.409  0.214
H 0.432 -4.661 0.902  0.212
C 1.296 -2.243 2.343  -0.226
H 1.826 -2.677 3.192  0.219
C 1.465 -0.722 2.343  -0.227
H 2.514 -0.460 2.210  0.246
H 1.101 -0.314 3.290  0.200
H 1.735 -2.646 1.414  0.176
H -1.917 -2.282 1.478  0.216
H -0.514 -2.399 0.383  0.171
H -1.129 -0.076 2.281  0.205
C 2.651 -0.201 -0.393  0.433
O 3.707 -0.454 0.140  -0.562
C 2.163 0.163 -1.779  0.428
O 2.544 0.028 -2.921  -0.569
C -0.162 1.605 -3.050  -0.232
H 0.393 0.840 -3.592  0.247
C 0.474 2.980 -3.296  -0.232
H 0.391 3.258 -4.344  0.244
H 1.532 2.942 -3.015  0.202
H -1.202 1.614 -3.391  0.198
H -0.743 2.032 0.229  0.216
H -1.882 2.320 -1.115  0.206
H 0.849 3.651 -0.711  0.196
H -0.752 7.685 -3.856  0.224
H 0.008 7.231 -5.390  0.209
H -1.508 8.148 -5.386  0.216

2.
ORCA calculation (wB97M-V/def2-TZVPD) on an isolated molecule of C23H30N4O4.

LUMO level ... 0.5 eV
Orbital gap ... 9.1 eV
Spin multiplicity ... 1
SMILES string ... C/C=C\C(=O)Nc1cccc(C2=NO[C@@]3(C2)C[C@@H](C(N)=O)N(C(=O)CCCCC)C3)c1

Last column: natural (NBO) charge in e.
Positions of all 61 atoms, in Å:
C 5.031 5.514 -6.922  -0.678
C 3.694 4.895 -7.099  -0.057
C 2.971 4.257 -6.177  -0.341
C 3.360 4.033 -4.769  0.644
O 4.393 4.421 -4.259  -0.616
N 2.406 3.322 -4.082  -0.609
C 2.401 2.913 -2.751  0.231
C 1.308 2.175 -2.309  -0.228
C 1.229 1.731 -0.991  -0.079
C 2.264 2.036 -0.106  -0.214
C 3.349 2.770 -0.549  -0.192
C 3.430 3.210 -1.857  -0.249
H 4.279 3.780 -2.193  0.258
H 4.149 3.005 0.137  0.217
H 2.222 1.704 0.920  0.209
C 0.077 0.962 -0.567  0.185
N -0.884 0.664 -1.351  -0.079
O -1.842 -0.061 -0.719  -0.351
C -1.472 -0.309 0.649  0.243
C -1.381 -1.820 0.919  -0.226
N -1.539 -1.901 2.350  -0.433
C -0.873 -2.669 3.233  0.715
O -1.016 -2.502 4.440  -0.674
C 0.046 -3.737 2.682  -0.500
C -0.682 -4.863 1.933  -0.384
C -1.328 -5.902 2.850  -0.390
C -2.497 -5.362 3.670  -0.412
C -3.222 -6.481 4.408  -0.597
H -2.539 -6.996 5.081  0.201
H -4.046 -6.083 4.995  0.207
H -3.622 -7.208 3.705  0.200
H -2.130 -4.638 4.397  0.214
H -3.200 -4.850 3.006  0.195
H -0.572 -6.309 3.525  0.196
H -1.688 -6.724 2.225  0.202
H 0.050 -5.374 1.302  0.212
H -1.447 -4.444 1.278  0.200
H 0.589 -4.157 3.530  0.237
H 0.776 -3.268 2.017  0.220
C -2.423 -0.829 2.815  -0.145
C -2.578 0.110 1.620  -0.433
H -3.548 -0.071 1.151  0.264
H -2.517 1.159 1.901  0.222
H -1.961 -0.350 3.685  0.231
C -3.780 -1.433 3.248  0.668
O -4.770 -1.382 2.553  -0.618
N -3.730 -1.998 4.463  -0.823
H -4.537 -2.500 4.797  0.398
H -2.827 -2.154 4.900  0.433
H -2.213 -2.312 0.402  0.216
H -0.441 -2.253 0.578  0.215
C -0.136 0.429 0.833  -0.485
H 0.671 -0.238 1.140  0.227
H -0.208 1.244 1.555  0.231
H 0.496 1.931 -2.978  0.224
H 1.584 3.039 -4.599  0.397
H 2.006 3.857 -6.462  0.199
H 3.277 4.983 -8.097  0.197
H 5.392 5.383 -5.908  0.260
H 5.735 5.066 -7.623  0.223
H 4.973 6.577 -7.155  0.224

Quick one: least stable of them? 1